# 1
Below is the molecule C5H12O, with properties calculated with ωB97M-V/def2-TZVPD.

```
18
Properties=species:S:1:pos:R:3:forces:R:3
C -1.4823 1.2003 -0.7779 0.0 0.0 -0.1
C -0.8674 0.4652 0.4118 0.0 0.1 0.1
C 0.5060 -0.1534 0.1061 -0.2 -0.2 0.1
C 1.1148 -0.7444 1.3829 0.0 0.0 0.0
C 0.3489 -1.1862 -1.0248 0.0 0.0 0.0
O 1.3917 0.8629 -0.3746 0.0 0.2 0.1
H -0.7301 1.8354 -1.2562 -0.1 -0.1 0.1
H -2.3157 1.8316 -0.4559 0.1 -0.1 -0.1
H -1.8653 0.5090 -1.5367 0.1 0.1 0.1
H -1.5365 -0.3338 0.7599 0.1 0.1 0.0
H -0.7503 1.1600 1.2552 0.0 0.0 -0.1
H 0.6122 -1.6642 1.6988 0.0 0.1 -0.1
H 1.0345 -0.0201 2.2056 0.0 -0.1 -0.1
H 2.1782 -0.9601 1.2315 -0.2 0.0 -0.1
H -0.7082 -1.4405 -1.1643 0.2 0.0 0.0
H 0.8882 -2.1176 -0.8290 0.1 0.2 0.0
H 0.7121 -0.7628 -1.9656 0.0 -0.1 0.1
H 1.4691 1.5187 0.3333 0.1 -0.1 -0.2
```
Forces are in eV/Å.

LUMO energy ... 0.94 eV
Energy above the lowest of the compared OMol25 structures with the same formula, charge and spin ... 2.9 kcal/mol
Kohn-Sham gap ... 11.094 eV
SMILES ... CCC(C)(C)O
Max |F| ... 0.4 eV/Å

---

# 2
Below is the molecule C23H21N3O4S, with properties calculated with ωB97M-V/def2-TZVPD.

```
52
Properties=species:S:1:pos:R:3:forces:R:3
C -7.1418 -1.1488 1.9319 0.1 0.3 -0.3
C -7.3793 -0.4882 0.5771 -0.2 -0.4 0.2
O -6.5519 0.6408 0.3708 0.2 0.2 0.0
C -5.2463 0.4800 0.0447 0.3 0.2 -0.1
C -4.6126 -0.7360 -0.2112 -0.4 0.0 0.1
C -3.2770 -0.7627 -0.5561 0.3 0.3 -0.1
C -2.5400 0.4166 -0.6522 -0.6 0.3 0.2
C -1.1476 0.3607 -1.0141 0.8 -1.3 -0.3
N -0.4491 -0.7061 -1.2625 -1.1 0.1 0.1
C 0.8065 -0.2641 -1.5647 0.8 0.6 0.2
S 2.2516 -1.2677 -1.6881 -0.2 0.3 0.1
O 2.1396 -2.2718 -2.7051 -0.3 -0.1 0.3
O 3.3531 -0.3281 -1.7878 0.0 -0.1 0.2
C 2.2817 -2.0251 -0.0680 0.0 0.2 -0.6
C 3.1464 -1.5444 0.8937 0.2 0.1 0.0
C 3.1014 -2.0840 2.1685 0.0 0.0 -0.1
C 2.1882 -3.0846 2.4605 0.0 0.0 0.0
C 1.3218 -3.5544 1.4848 0.0 0.0 -0.1
C 1.3648 -3.0203 0.2081 -0.1 -0.2 0.0
C 0.8257 1.1064 -1.4595 0.7 -0.8 -0.4
N 1.8233 1.9910 -1.7215 -0.3 0.3 -0.3
C 1.9872 3.1192 -0.8094 0.0 -0.1 0.2
C 2.5138 2.6139 0.5071 0.1 0.1 0.1
C 3.8772 2.4411 0.7175 -0.2 0.0 0.1
C 4.3089 1.8655 1.9004 0.0 0.0 -0.1
C 3.3537 1.4675 2.8240 0.3 0.0 0.0
N 2.0548 1.6169 2.6324 -0.3 -0.2 0.4
C 1.6499 2.1744 1.5065 0.0 0.2 -0.3
O -0.4136 1.5141 -1.1173 0.1 0.3 -0.1
C -3.1751 1.6350 -0.3976 0.1 -0.3 0.0
C -4.5058 1.6633 -0.0547 -0.3 -0.1 0.1
H -7.8357 -1.9745 2.0627 -0.1 -0.1 0.0
H -7.3004 -0.4246 2.7269 0.0 0.0 0.1
H -6.1248 -1.5252 2.0091 0.1 -0.1 0.1
H -8.3960 -0.0877 0.5335 0.1 -0.1 -0.1
H -7.2587 -1.2111 -0.2386 0.0 0.1 0.0
H -5.1511 -1.6684 -0.1512 -0.1 -0.1 0.0
H -2.7798 -1.6974 -0.7588 0.0 -0.1 0.0
H 3.8433 -0.7651 0.6267 0.1 0.1 0.0
H 3.7741 -1.7230 2.9312 0.1 0.0 0.1
H 2.1510 -3.5012 3.4561 0.0 0.0 0.1
H 0.6131 -4.3337 1.7207 -0.1 -0.1 0.0
H 0.7065 -3.3552 -0.5770 -0.1 -0.1 0.0
H 2.6866 1.4743 -1.8999 -0.2 0.1 0.0
H 1.0155 3.6018 -0.6863 0.1 0.1 0.0
H 2.6851 3.8195 -1.2722 -0.1 0.0 0.1
H 4.5862 2.7531 -0.0363 0.1 0.0 -0.1
H 5.3602 1.7238 2.0976 0.1 0.0 0.0
H 3.6358 1.0105 3.7632 0.1 0.0 0.1
H 0.5772 2.2800 1.3983 -0.1 0.1 -0.1
H -2.6146 2.5538 -0.4740 0.0 0.1 0.0
H -5.0108 2.5957 0.1422 -0.1 0.1 0.0
```
Forces are in eV/Å.

LUMO energy ... 0.61 eV
Energy above the lowest of the compared OMol25 structures with the same formula, charge and spin ... 43.9 kcal/mol
Kohn-Sham gap ... 8.319 eV
SMILES ... CCOc1ccc(-c2nc(S(=O)(=O)c3ccccc3)c(NCc3cccnc3)o2)cc1
Max |F| ... 1.6 eV/Å

---

# 3
Below is a structure of composition C30H45Br2IrN6O3P, with properties calculated with ωB97M-V/def2-TZVPD.

```
88
Properties=species:S:1:pos:R:3:forces:R:3
Ir 0.1162 0.2071 -0.1393 -0.3 -0.6 -0.4
C 4.2665 -0.0296 -1.3191 0.0 0.0 0.0
C 2.9902 -0.3712 -0.8569 -0.1 0.0 -0.1
N 2.0003 0.5047 -0.8303 0.4 0.1 0.3
C 2.2297 1.7613 -1.2982 -0.1 0.0 -0.1
C 3.4733 2.1859 -1.7691 -0.2 0.0 0.0
C 4.5178 1.2443 -1.7588 0.0 0.0 0.0
C 3.5995 3.5326 -2.2477 0.0 0.0 0.0
C 2.5396 4.3709 -2.2632 0.0 0.0 0.0
C 1.2505 3.9462 -1.7990 0.0 -0.2 0.1
C 0.1061 4.7621 -1.7879 0.0 0.0 0.0
C -1.0740 4.2546 -1.3020 0.0 0.0 0.0
C -1.1259 2.9416 -0.8336 -0.1 -0.1 0.0
N -0.0710 2.1392 -0.8456 0.3 0.1 -0.1
C 1.1068 2.6420 -1.3178 0.1 0.0 0.0
H 5.0417 -0.7820 -1.3188 0.0 0.0 0.0
H 2.7490 -1.3642 -0.5101 0.0 0.0 0.1
H 5.5017 1.5260 -2.1105 0.0 0.0 0.0
H 4.5661 3.8636 -2.6030 0.0 0.0 0.0
H 2.6435 5.3816 -2.6339 0.0 0.0 0.0
H 0.1624 5.7777 -2.1575 0.0 0.0 0.0
H -1.9718 4.8548 -1.2793 0.0 0.0 0.0
H -2.0413 2.5271 -0.4380 0.0 0.0 0.0
Br -0.3266 -0.6536 -3.3620 0.0 0.2 0.1
C -1.1324 -2.4028 -3.2169 0.0 0.0 0.0
Br -0.9509 -3.1769 -1.4662 0.0 0.0 0.0
H -0.6260 -3.0464 -3.9244 0.0 0.0 0.0
H -2.1856 -2.2979 -3.4410 0.0 0.0 0.0
N -1.9177 0.0065 0.0818 0.2 0.2 0.6
C -2.9364 0.0624 0.6405 0.0 -0.1 -0.3
N -4.0900 0.0651 1.2174 -0.1 -0.1 0.0
C -4.8259 -1.1960 1.4480 0.0 0.0 0.0
C -6.0268 -1.2336 0.5144 0.0 -0.1 0.0
O -6.8251 -0.0830 0.6893 0.0 0.0 0.0
C -6.1260 1.0988 0.3713 0.0 0.1 0.0
C -4.9276 1.2756 1.2945 0.0 0.0 0.0
H -5.1511 -1.1892 2.4900 0.0 0.0 0.0
H -4.1528 -2.0360 1.2851 0.0 0.0 0.0
H -6.6516 -2.0953 0.7437 0.0 0.0 0.0
H -5.6917 -1.3094 -0.5292 0.0 0.0 0.0
H -6.8210 1.9270 0.5020 0.0 0.0 0.0
H -5.7958 1.0776 -0.6767 0.0 0.0 0.0
H -5.2547 1.3786 2.3302 0.0 0.0 0.0
H -4.3298 2.1437 1.0209 0.0 0.0 0.0
C 2.6776 -0.3211 4.8938 0.0 0.0 0.0
C 2.4941 -0.2509 3.3700 -0.1 0.0 0.1
C 3.7836 -0.7493 2.7040 0.0 -0.1 0.0
C 2.3285 1.2118 2.9337 -0.1 0.1 0.1
P 1.0218 -1.2449 2.7581 -0.2 0.2 -0.2
N 0.8500 -0.8521 1.1912 -0.1 0.5 -0.3
C 1.4291 -3.0915 2.6809 0.0 0.0 0.0
C 2.1702 -3.5823 3.9313 0.0 0.0 0.0
C 0.1694 -3.9507 2.4914 0.0 0.0 0.1
C 2.3077 -3.3649 1.4466 0.1 0.0 0.0
C -0.5522 -0.9956 3.8122 0.1 -0.1 0.3
C -0.4671 -1.7182 5.1670 0.0 0.1 0.0
C -0.9343 0.5030 4.0742 0.1 -0.1 -0.1
C -1.7184 -1.5971 3.0032 -0.1 0.0 0.0
H 3.6902 0.0115 5.1281 0.0 0.0 0.0
H 2.5665 -1.3238 5.3013 0.0 0.0 0.0
H 1.9997 0.3504 5.4148 0.0 0.0 0.0
H 4.5509 0.0047 2.8887 0.0 0.0 0.0
H 3.6743 -0.8569 1.6297 0.0 0.0 -0.1
H 4.1467 -1.6858 3.1201 0.0 0.0 0.0
H 3.2096 1.7535 3.2832 0.0 0.0 0.0
H 1.4549 1.6971 3.3667 0.1 -0.1 0.0
H 2.2786 1.2936 1.8486 0.0 0.0 0.0
H 1.6284 -3.4061 4.8581 0.0 0.0 0.0
H 3.1641 -3.1532 4.0266 0.0 0.0 0.0
H 2.2956 -4.6624 3.8326 0.0 0.0 0.0
H -0.4467 -4.0071 3.3851 0.0 0.0 0.0
H 0.5041 -4.9658 2.2763 0.0 0.0 0.0
H -0.4385 -3.6170 1.6510 0.0 0.0 0.0
H 3.3265 -3.0048 1.5591 0.0 0.1 0.0
H 1.8704 -2.9525 0.5399 -0.1 0.0 0.0
H 2.3600 -4.4476 1.3248 0.1 0.0 0.0
H 0.3393 -1.3597 5.8051 0.0 0.0 0.0
H -0.3318 -2.7868 5.0321 0.0 0.0 0.0
H -1.4114 -1.5776 5.6942 0.0 0.0 0.0
H -0.0145 0.7356 5.8250 0.0 0.0 0.0
H -2.3190 1.3145 5.1897 0.0 0.0 0.0
H -0.8942 2.0906 2.9936 0.0 0.0 0.0
H -1.8784 -2.6359 3.2688 0.0 0.0 0.0
H -1.5450 -1.5323 1.9319 0.0 -0.1 0.0
H -2.6310 -1.0569 3.2447 0.0 0.0 0.0
O -2.2012 0.4854 4.7045 -0.1 0.0 0.1
N -0.1127 1.2651 4.9556 0.1 0.0 0.0
O -1.0114 1.1447 2.8317 0.1 0.0 0.0
```
Forces are in eV/Å.

LUMO energy (spin up / spin down) ... -6.44 / -6.45 eV
Energy above the lowest of the compared OMol25 structures with the same formula, charge and spin ... 8.4 kcal/mol
Kohn-Sham gap (spin up / spin down) ... 6.794 / 6.790 eV
Max |F| ... 0.7 eV/Å
⟨S²⟩ ... 0.754
Total charge ... +2
2S+1 ... 2

---

# 4
Below is a cluster of 13 separate species, C13H39N13O26 in total, with properties calculated with ωB97M-V/def2-TZVPD.

```
91
Properties=species:S:1:pos:R:3:forces:R:3
C -3.7691 -24.9648 -31.7757 -0.2 -0.5 -0.7
N -2.4152 -24.3820 -31.7742 0.4 0.6 0.5
O -1.8236 -24.2881 -32.8436 -0.3 -2.2 0.8
O -1.9846 -23.9267 -30.7187 -0.1 -0.7 -0.6
H -4.1311 -24.8391 -32.7924 -0.2 -0.1 0.0
H -4.4171 -24.4880 -31.0515 0.2 0.1 0.2
H -3.6617 -26.0256 -31.5567 -0.1 0.0 0.1
C -9.6636 -21.6366 -31.0453 -0.8 -0.2 -0.1
N -10.6071 -22.6671 -31.6261 0.0 0.3 0.4
O -10.1008 -23.6776 -32.0721 -0.2 0.2 0.0
O -11.7969 -22.4406 -31.5330 0.3 -0.1 -0.2
H -10.1406 -20.6616 -31.0757 0.0 0.0 -0.4
H -8.7481 -21.7108 -31.6149 0.3 0.1 0.4
H -9.5998 -21.9011 -29.9927 0.5 -0.2 -0.1
C -4.3006 -25.5931 -26.9640 0.1 -0.7 0.7
N -4.3496 -26.5690 -28.0907 -0.5 0.2 0.1
O -3.5608 -26.3941 -28.9941 0.1 0.0 -0.1
O -5.1920 -27.4423 -28.0584 0.0 0.0 0.0
H -3.2529 -25.3234 -26.9000 -0.2 0.7 0.0
H -4.6115 -26.0800 -26.0398 0.1 -0.4 -0.2
H -5.0566 -24.8222 -27.0946 0.5 0.2 -0.5
C -7.8402 -26.1804 -30.2017 0.0 -0.8 0.2
N -7.5638 -27.0165 -31.4182 0.1 1.1 1.0
O -6.3917 -27.2219 -31.6247 0.5 -0.3 -0.7
O -8.5060 -27.4001 -32.0570 -0.2 -0.4 -0.5
H -8.8527 -26.4500 -29.9233 -0.1 0.4 0.2
H -7.6768 -25.1274 -30.4067 -0.2 0.0 -0.3
H -7.1107 -26.5279 -29.4740 -0.1 0.1 0.1
C -7.0817 -23.5190 -33.6788 0.8 0.7 -0.2
N -7.3561 -24.8321 -34.3064 0.1 0.0 0.8
O -6.4090 -25.5637 -34.4588 0.6 -0.3 -0.2
O -8.4914 -25.0816 -34.6127 -0.5 0.1 -0.3
H -6.4863 -22.9804 -34.4198 -0.6 0.3 -0.2
H -6.3775 -23.5441 -32.8472 -0.3 -0.8 0.2
H -8.0171 -23.0620 -33.3876 0.0 0.1 -0.2
C -1.5930 -21.8804 -32.6203 0.0 0.6 0.7
N -2.3679 -21.2014 -31.5390 -0.2 0.5 -1.0
O -3.4970 -21.6219 -31.3195 0.0 -0.2 0.0
O -1.8984 -20.2407 -30.9920 0.3 0.1 0.4
H -0.8003 -22.4202 -32.1036 0.0 0.3 -0.2
H -1.1803 -21.1440 -33.2962 -0.2 0.2 0.0
H -2.2754 -22.6007 -33.0517 0.2 1.1 -0.5
C -4.9360 -22.0089 -28.8636 0.0 0.0 -1.2
N -5.8880 -21.8682 -30.0073 -1.0 0.5 0.4
O -6.5917 -22.8241 -30.2926 0.4 -0.1 -0.2
O -6.0323 -20.7630 -30.4961 0.1 -0.4 0.1
H -4.1591 -21.2988 -29.1243 0.0 0.0 0.6
H -4.5638 -23.0259 -28.9335 0.0 0.0 0.4
H -5.5430 -21.7903 -27.9904 0.3 0.0 0.2
C -9.1032 -18.7364 -27.0118 0.3 -0.9 1.1
N -7.7571 -19.1912 -26.4771 0.1 -0.5 -0.9
O -7.0875 -19.9208 -27.2021 -0.3 0.4 0.0
O -7.4597 -18.9017 -25.3468 -0.1 0.2 0.1
H -9.6310 -18.5497 -26.0793 -0.3 0.6 -0.4
H -9.5313 -19.6147 -27.4864 0.1 0.1 -0.2
H -9.0066 -17.9184 -27.7099 0.2 0.3 0.1
C -2.0961 -20.4973 -27.4934 1.0 0.4 0.4
N -1.1204 -19.4363 -27.1052 0.1 1.4 0.6
O -0.5562 -18.8250 -27.9964 -0.1 -0.6 0.0
O -1.0222 -19.1465 -25.9237 0.0 -0.5 -0.4
H -2.3558 -21.0298 -26.5875 -0.1 -0.1 -0.1
H -1.5273 -21.0787 -28.2136 -0.6 -0.2 -0.3
H -2.9334 -19.9102 -27.8583 -0.1 -0.4 -0.4
C -8.6926 -22.8635 -25.5135 0.7 0.2 -0.6
N -7.3704 -23.5546 -25.5923 -0.8 -1.0 -0.3
O -6.9412 -24.0844 -24.5963 0.2 0.2 0.4
O -6.8619 -23.6415 -26.6873 0.3 0.4 -0.4
H -9.1316 -23.1497 -24.5686 -0.2 0.4 0.1
H -9.2636 -23.1580 -26.3892 -0.1 -0.4 0.1
H -8.4382 -21.8197 -25.7010 -0.2 0.1 0.6
C -5.5551 -21.5271 -23.5095 -0.3 0.1 -0.5
N -4.3986 -21.3387 -24.4283 0.2 0.7 1.1
O -4.6393 -20.9970 -25.5603 -0.2 -0.3 -0.8
O -3.2948 -21.4189 -23.9490 0.4 -0.4 0.1
H -6.3972 -21.3297 -24.1637 -0.3 -0.1 0.4
H -5.4854 -20.7949 -22.7119 0.1 0.1 -0.1
H -5.5371 -22.5294 -23.0987 0.0 -0.1 -0.1
C -5.9439 -19.7214 -33.2910 -1.8 -0.1 1.0
N -4.5611 -19.2333 -33.0511 -0.1 -0.7 -0.9
O -4.3167 -18.3917 -32.2229 -0.4 0.0 0.1
O -3.7442 -19.7573 -33.7848 0.4 0.1 0.1
H -6.3912 -19.3453 -34.2066 0.7 0.2 -0.2
H -6.6264 -19.4526 -32.4840 0.5 0.6 0.1
H -6.0201 -20.8053 -33.2676 0.8 0.0 -0.3
C -5.0448 -18.0129 -29.3221 0.4 1.1 0.0
N -5.2550 -17.1750 -28.1134 -0.3 0.1 0.4
O -4.3719 -17.1592 -27.2906 0.4 -0.2 0.1
O -6.3026 -16.5728 -27.9853 -0.5 0.1 -0.2
H -5.7301 -17.6964 -30.0979 -0.3 -0.3 0.2
H -5.1699 -19.0290 -28.9744 0.2 -0.2 -0.4
H -4.0501 -17.7112 -29.6431 0.2 -0.7 0.0
```
Forces are in eV/Å.

LUMO energy ... -1.03 eV
Energy above the lowest of the compared OMol25 structures with the same formula, charge and spin ... 37.6 kcal/mol
Kohn-Sham gap ... 9.505 eV
Max |F| ... 2.4 eV/Å